C60H180N30O10P10 | ωB97M-V/def2-TZVPD

Structure (XYZ):
```
290
Properties=species:S:1:pos:R:3
O -3.775 -2.371 -5.999
P -2.442 -1.894 -6.309
N -2.151 -2.554 -7.800
C -2.978 -3.610 -8.405
C -0.985 -2.226 -8.562
N -1.337 -2.300 -5.085
C 0.054 -2.117 -5.419
C -1.719 -3.467 -4.368
N -2.142 -0.289 -6.580
C -1.827 0.638 -5.519
C -2.882 0.302 -7.633
H -3.579 -3.225 -9.281
H -3.641 -3.944 -7.587
H -2.311 -4.393 -8.712
H -0.521 -1.246 -8.247
H -1.238 -2.180 -9.602
H -0.192 -2.936 -8.409
H 0.547 -2.961 -5.927
H 0.193 -1.303 -6.084
H 0.683 -1.949 -4.530
H -2.729 -3.354 -3.899
H -1.799 -4.399 -5.000
H -1.008 -3.657 -3.543
H -2.667 1.057 -5.011
H -1.178 0.067 -4.794
H -1.296 1.422 -6.070
H -3.116 -0.511 -8.364
H -2.414 1.250 -7.967
H -3.861 0.614 -7.225
O -4.397 1.043 -2.894
P -5.760 1.124 -3.439
N -5.693 1.889 -4.860
C -6.569 1.773 -6.003
C -4.698 2.994 -5.103
N -6.772 1.959 -2.405
C -7.890 2.719 -2.898
C -6.704 1.709 -0.988
N -6.546 -0.289 -3.854
C -5.735 -1.175 -4.624
C -7.727 -0.759 -3.251
H -6.010 1.573 -6.932
H -7.101 2.696 -6.103
H -7.322 1.010 -5.853
H -3.917 2.860 -4.353
H -5.151 4.011 -5.134
H -4.217 2.863 -6.079
H -8.828 2.290 -2.518
H -7.815 3.729 -2.505
H -7.988 2.884 -3.994
H -5.790 1.231 -0.769
H -6.684 2.620 -0.450
H -7.532 1.135 -0.563
H -6.147 -1.548 -5.555
H -4.769 -0.737 -4.849
H -5.554 -2.051 -3.980
H -7.853 -0.617 -2.188
H -7.849 -1.865 -3.444
H -8.677 -0.390 -3.690
O 5.994 2.214 -1.787
P 5.775 2.617 -0.376
N 5.786 1.250 0.657
C 6.243 -0.131 0.416
C 5.291 1.458 2.040
N 4.456 3.614 -0.392
C 3.472 3.390 -1.412
C 3.957 4.219 0.789
N 6.897 3.704 0.346
C 8.053 3.126 1.006
C 7.300 4.763 -0.560
H 6.814 -0.259 -0.478
H 5.396 -0.838 0.264
H 6.768 -0.611 1.293
H 4.450 2.116 2.063
H 6.076 1.818 2.739
H 4.883 0.482 2.392
H 3.796 2.710 -2.183
H 2.622 2.912 -0.942
H 3.129 4.313 -1.856
H 3.564 5.211 0.634
H 3.106 3.622 1.182
H 4.782 4.212 1.569
H 7.901 2.186 1.491
H 8.838 2.865 0.291
H 8.421 3.805 1.791
H 6.551 5.568 -0.551
H 7.525 4.388 -1.578
H 8.247 5.060 -0.128
O 0.666 3.947 2.750
P -0.267 5.077 2.967
N -1.726 4.517 3.803
C -1.363 3.886 5.069
C -2.995 5.199 3.796
N -0.965 5.845 1.628
C -0.006 6.761 0.942
C -1.733 5.059 0.649
N 0.501 6.363 3.714
C -0.264 7.406 4.386
C 1.961 6.477 3.675
H -2.282 3.450 5.447
H -0.930 4.654 5.703
H -0.711 3.059 4.896
H -3.047 5.902 2.993
H -3.200 5.832 4.666
H -3.781 4.450 3.651
H -0.377 7.680 0.427
H 0.780 6.995 1.642
H 0.490 6.209 0.134
H -1.002 4.538 0.036
H -2.368 4.331 1.167
H -2.326 5.789 0.022
H -1.137 7.623 3.675
H -0.719 7.030 5.295
H 0.286 8.292 4.538
H 2.427 6.972 4.524
H 2.243 7.044 2.738
H 2.353 5.483 3.547
O -4.355 1.967 4.848
P -4.917 0.982 3.865
N -3.968 0.782 2.522
C -2.887 1.750 2.233
C -4.027 -0.335 1.617
N -6.491 1.520 3.444
C -7.086 0.650 2.427
C -6.563 2.894 3.130
N -5.203 -0.594 4.317
C -4.030 -1.314 4.729
C -6.303 -0.859 5.266
H -1.978 1.145 2.144
H -2.693 2.466 3.068
H -3.118 2.286 1.314
H -4.889 -0.918 1.853
H -3.129 -0.942 1.787
H -4.244 -0.131 0.538
H -8.043 1.140 2.111
H -6.416 0.503 1.540
H -7.335 -0.411 2.660
H -6.280 3.187 2.057
H -7.603 3.141 3.201
H -6.058 3.536 3.822
H -4.041 -2.339 4.425
H -3.132 -0.887 4.276
H -3.976 -1.283 5.842
H -7.191 -0.332 4.945
H -5.995 -0.613 6.328
H -6.480 -1.892 5.158
O 0.278 -1.865 -0.442
P 0.846 -0.655 -1.066
N 2.115 -1.092 -2.099
C 2.886 -2.243 -1.706
C 2.802 -0.088 -2.926
N 1.520 0.465 -0.007
C 0.463 0.901 0.997
C 2.784 0.258 0.701
N -0.339 0.230 -1.846
C -0.393 1.642 -2.076
C -1.605 -0.437 -2.084
H 3.779 -1.943 -1.120
H 3.320 -2.659 -2.657
H 2.265 -2.978 -1.286
H 2.151 0.777 -3.216
H 3.213 -0.621 -3.792
H 3.653 0.336 -2.361
H 0.861 1.734 1.557
H -0.446 1.203 0.495
H 0.253 0.086 1.689
H 3.594 0.390 -0.040
H 2.698 0.968 1.514
H 2.863 -0.770 1.146
H -1.378 1.954 -1.658
H 0.480 2.219 -1.641
H -0.444 1.919 -3.143
H -2.104 -0.572 -1.137
H -1.529 -1.393 -2.619
H -2.256 0.167 -2.684
O 4.901 0.635 -4.902
P 5.549 -0.603 -5.418
N 4.680 -1.518 -6.517
C 3.366 -2.061 -6.028
C 4.611 -0.954 -7.878
N 5.816 -1.635 -4.104
C 5.917 -3.094 -4.266
C 6.187 -1.009 -2.820
N 7.013 -0.317 -6.205
C 7.799 -1.476 -6.567
C 7.596 0.982 -6.229
H 3.374 -2.353 -5.001
H 3.183 -3.017 -6.587
H 2.599 -1.379 -6.193
H 5.597 -0.619 -8.198
H 3.936 -0.066 -7.943
H 4.300 -1.845 -8.514
H 5.487 -3.605 -3.411
H 5.429 -3.363 -5.200
H 6.975 -3.367 -4.377
H 7.264 -0.844 -2.809
H 5.697 -0.040 -2.765
H 5.937 -1.717 -2.040
H 8.374 -1.217 -7.466
H 8.482 -1.743 -5.771
H 7.196 -2.393 -6.698
H 8.556 0.944 -5.673
H 6.947 1.721 -5.755
H 7.864 1.265 -7.248
O -5.552 -3.446 2.144
P -5.043 -4.184 0.964
N -5.909 -5.551 0.755
C -7.002 -5.825 1.601
C -5.556 -6.456 -0.319
N -3.382 -4.642 0.985
C -3.092 -6.001 1.429
C -2.601 -3.529 1.572
N -5.154 -3.309 -0.446
C -4.113 -3.284 -1.466
C -6.379 -2.518 -0.590
H -8.012 -5.839 1.153
H -7.074 -5.081 2.371
H -6.839 -6.789 2.081
H -6.368 -6.578 -1.073
H -5.180 -7.399 0.104
H -4.746 -5.942 -0.898
H -2.620 -6.521 0.578
H -2.314 -5.987 2.158
H -4.002 -6.471 1.804
H -2.301 -3.754 2.575
H -1.540 -3.446 1.035
H -3.194 -2.635 1.548
H -3.489 -2.306 -1.504
H -3.336 -4.062 -1.264
H -4.537 -3.485 -2.460
H -6.177 -1.829 -1.397
H -6.456 -1.999 0.351
H -7.236 -3.121 -0.911
O 3.626 -0.203 6.981
P 2.561 0.828 6.987
N 1.478 0.644 8.283
C 2.251 0.463 9.523
C 0.329 1.427 8.537
N 1.623 0.872 5.661
C 0.560 -0.129 5.550
C 2.297 1.109 4.380
N 3.323 2.334 7.044
C 4.714 2.550 7.386
C 2.485 3.470 6.907
H 2.582 1.440 9.945
H 3.177 -0.017 9.281
H 1.643 -0.112 10.226
H -0.363 0.856 9.190
H 0.030 1.770 7.538
H 0.635 2.255 9.173
H 0.209 -0.500 6.492
H -0.267 0.231 4.926
H 0.983 -0.908 4.991
H 2.918 2.011 4.542
H 2.789 0.198 4.105
H 1.550 1.466 3.638
H 5.286 3.013 6.584
H 4.855 3.202 8.229
H 5.109 1.570 7.551
H 2.464 4.016 7.888
H 1.463 3.222 6.707
H 2.750 4.223 6.177
O 4.180 -6.062 3.725
P 4.005 -4.655 3.259
N 2.399 -4.043 3.237
C 1.902 -2.932 2.449
C 1.406 -4.773 4.085
N 4.457 -4.315 1.649
C 3.791 -5.145 0.632
C 5.882 -4.193 1.326
N 5.050 -3.709 4.167
C 4.887 -2.196 4.181
C 5.915 -4.318 5.245
H 0.792 -3.202 2.261
H 2.301 -2.863 1.445
H 1.988 -1.955 2.934
H 0.427 -4.235 4.074
H 1.825 -4.865 5.128
H 1.182 -5.777 3.597
H 3.542 -4.387 -0.147
H 4.416 -5.943 0.216
H 2.880 -5.593 0.986
H 6.382 -3.545 2.019
H 6.401 -5.166 1.408
H 5.998 -3.814 0.299
H 5.884 -1.837 3.962
H 4.198 -1.864 3.398
H 4.617 -1.733 5.135
H 5.315 -4.603 6.144
H 6.623 -3.524 5.603
H 6.379 -5.213 4.918
```

Computed properties:
F_max: 3.5 eV/Å
DFT total energy: -8203.09496 a.u.
LUMO energy: 0.513 eV
ΔE to the lowest compared entry with this formula, charge and spin: 2.172 eV
SMILES string: CN(C)P(=O)(N(C)C)N(C)C.CN(C)P(=O)(N(C)C)N(C)C.CN(C)P(=O)(N(C)C)N(C)C.CN(C)P(=O)(N(C)C)N(C)C.CN(C)P(=O)(N(C)C)N(C)C.CN(C)P(=O)(N(C)C)N(C)C.CN(C)P(=O)(N(C)C)N(C)C.CN(C)P(=O)(N(C)C)N(C)C.CN(C)P(=O)(N(C)C)N(C)C.CN(C)P(=O)(N(C)C)N(C)C
Kohn-Sham gap: 0.318 hartree
net charge: 0